A 16-piece molecular cluster, C16H64O16 overall at a distorted geometry, computed with ωB97M-V/def2-TZVPD.

Last column: Löwdin charge in e.
Atoms and positions in Å:
C: -0.925204 2.661995 -4.377868  -0.1805
O: -2.249982 2.291254 -4.284629  -0.0838
H: -0.471145 2.280559 -5.223888  0.0650
H: -0.497929 2.123227 -3.567133  0.0447
H: -0.756984 3.727804 -4.194500  0.0882
H: -2.368693 1.604485 -4.911142  0.0481
C: 2.813458 1.617827 1.507740  -0.1457
O: 2.597474 2.771937 0.750708  -0.1102
H: 3.830536 1.766902 1.924975  0.1026
H: 2.759744 0.692150 0.965318  0.0457
H: 2.201402 1.701491 2.345903  0.0384
H: 3.217670 2.829622 0.040470  0.0528
C: -1.882292 -3.570066 -0.685845  -0.1022
O: -2.017922 -2.246682 -1.257269  -0.1192
H: -1.100835 -3.684022 0.041038  0.0553
H: -1.745045 -4.181614 -1.498870  0.0580
H: -2.716770 -3.897610 -0.116050  0.0705
H: -1.931578 -1.569276 -0.595236  0.0227
C: 1.400832 4.066613 -2.448200  -0.1645
O: 0.843247 3.207078 -1.481860  -0.1316
H: 1.483550 3.659741 -3.415547  0.0529
H: 2.352914 4.582830 -2.199015  0.0916
H: 0.660720 4.902011 -2.463280  0.0859
H: 1.244730 2.383653 -1.749957  0.0168
C: -0.944138 -1.076119 -4.506791  -0.1726
O: -0.520236 -0.669943 -3.237203  -0.1263
H: -0.650302 -2.027932 -5.029544  0.0941
H: -0.257659 -0.452376 -5.101418  0.0739
H: -1.978752 -0.769043 -4.745242  0.0851
H: -1.134106 -1.099347 -2.643793  0.0359
C: 4.935041 -2.291656 -0.225496  -0.1121
O: 3.864393 -1.332343 -0.467503  -0.1420
H: 4.739700 -3.278069 -0.608172  0.0588
H: 5.223766 -2.388051 0.779481  0.0649
H: 5.703939 -1.864968 -0.868584  0.0863
H: 3.117784 -1.546966 0.079274  -0.0461
C: 0.094493 0.442755 -0.126233  -0.1013
O: -0.586022 -0.656353 0.485739  -0.1621
H: -0.464378 0.891484 -0.916486  0.0613
H: 1.175313 0.423041 -0.314101  0.0775
H: -0.066387 1.257381 0.593000  0.0790
H: -1.299867 -0.363660 1.075381  0.0166
C: -2.966353 0.939375 1.070296  -0.0927
O: -2.873314 -0.357607 1.645454  -0.1677
H: -4.007404 1.329710 1.284807  0.1256
H: -2.730733 1.011506 -0.004061  0.0896
H: -2.262365 1.623775 1.564230  0.0714
H: -3.512069 -0.948835 1.178936  0.1277
C: -1.220083 -3.373518 2.646233  -0.1870
O: -1.735756 -3.226293 3.910659  -0.0980
H: -1.810721 -2.741788 2.005227  0.0442
H: -1.337638 -4.373290 2.319966  0.0793
H: -0.168756 -2.990293 2.553247  0.0704
H: -1.872423 -2.268188 3.999040  0.0408
C: 0.143574 0.109304 3.389433  -0.1535
O: -0.926713 -0.221194 4.240585  -0.1162
H: 0.940587 0.631707 4.023182  0.1057
H: -0.154810 0.839176 2.597174  0.0455
H: 0.540421 -0.807544 2.866190  0.0849
H: -1.270671 0.581387 4.700229  0.1151
C: 1.330546 -2.864062 -2.168242  -0.1524
O: 2.362938 -3.661631 -1.645542  -0.1105
H: 1.464042 -2.437309 -3.144433  0.0815
H: 1.060950 -2.156732 -1.421546  0.0496
H: 0.445270 -3.444398 -2.248395  0.0625
H: 3.211007 -3.425865 -2.076639  0.0895
C: -2.108361 3.642739 -1.196846  -0.2065
O: -2.082736 3.844975 0.149494  -0.1199
H: -1.544609 4.448079 -1.703270  0.0836
H: -3.146765 3.733493 -1.604529  0.1044
H: -1.768807 2.633908 -1.368926  0.0459
H: -1.178441 3.913750 0.518689  0.0922
C: 2.065797 -3.102936 1.385831  -0.1058
O: 1.971193 -1.714277 1.049742  -0.1381
H: 1.445546 -3.715978 0.697598  0.0958
H: 1.992520 -3.336172 2.440064  0.0848
H: 3.053558 -3.496101 1.123393  0.0730
H: 1.117508 -1.544449 0.631510  0.0421
C: -4.598310 -2.088480 3.483253  -0.1709
O: -3.626998 -1.256631 4.060329  -0.1532
H: -4.124594 -2.617469 2.614448  0.0746
H: -5.499240 -1.557471 3.178748  0.0694
H: -4.968669 -2.890687 4.220504  0.1137
H: -3.170264 -0.778874 3.346385  0.0257
C: -0.249014 3.505575 3.331569  -0.1384
O: 0.210578 3.250739 4.651327  -0.0994
H: 0.618510 3.360045 2.719662  0.0678
H: -0.700445 4.493599 3.305620  0.0951
H: -0.943982 2.795524 3.003508  0.0325
H: 0.766184 3.972331 4.862589  0.0573
C: 2.516551 0.574163 -2.868559  -0.1329
O: 3.154283 1.334529 -1.844059  -0.1225
H: 3.158735 0.287389 -3.647900  0.0698
H: 1.868162 1.127363 -3.496800  0.0562
H: 1.899009 -0.256504 -2.512169  0.0576
H: 3.529096 0.750695 -1.145403  0.0683

Cartesian forces, eV/Å:
0.347 0.480 2.308
-1.967 0.887 0.084
1.008 -0.221 -2.181
1.331 -0.138 0.927
-0.250 -0.138 -0.429
-0.562 -0.936 -0.737
2.883 1.219 -0.123
-1.363 0.671 0.097
-0.124 -0.894 0.006
-0.221 -0.479 -0.048
-1.464 -0.418 1.222
0.449 -0.075 -0.772
-0.062 2.125 0.846
-0.476 -1.151 -0.335
1.059 0.360 -0.053
0.403 -1.655 -1.729
-1.408 -0.033 0.168
0.554 0.271 0.767
-1.095 3.067 1.389
0.614 -0.212 -0.663
0.057 -0.750 -1.206
-0.192 -0.769 0.297
0.556 -0.284 -0.548
0.193 -0.886 0.782
1.429 1.614 -2.639
-0.422 -1.024 0.325
-0.624 -0.198 1.694
-0.643 0.355 -0.582
0.312 -0.455 0.189
-0.110 -0.381 1.015
-0.716 1.859 -2.395
2.289 -0.433 -0.882
-0.514 -0.534 -0.186
0.423 0.245 1.452
0.615 -0.314 0.476
-0.953 -0.179 0.696
-1.218 2.133 1.955
1.240 -0.908 -1.233
-0.173 -0.471 -1.471
-0.500 -0.901 0.008
0.850 0.232 0.088
0.425 -0.213 0.095
-1.591 1.716 0.349
-0.542 -0.701 -0.934
1.187 -0.159 -0.530
-0.264 -0.441 0.287
-0.209 -0.453 0.077
0.675 0.591 0.518
0.864 1.504 -0.388
0.030 0.140 1.213
-0.228 0.260 -0.974
0.232 -1.161 -0.319
-0.691 -0.665 0.048
-0.191 -0.334 0.742
1.388 0.936 0.178
-0.954 0.325 0.308
-0.660 -0.836 -1.085
0.179 -0.532 0.496
-0.443 0.981 0.875
0.597 -0.881 -0.550
-0.245 -0.440 0.418
1.329 -0.391 -0.858
0.587 0.404 -0.276
-0.072 1.330 0.304
-0.807 -0.981 -0.199
-0.896 -0.069 0.487
-0.557 0.527 -1.903
-0.030 0.645 3.193
0.122 -0.784 -0.219
0.603 -0.142 0.696
0.412 -0.176 -1.003
-0.602 -0.087 -0.855
0.587 -1.043 -1.330
-0.451 -0.683 0.946
-0.154 0.378 0.918
-0.733 0.311 0.234
0.174 0.530 -0.081
-0.393 -0.074 0.364
0.002 -1.663 0.224
-0.198 0.346 0.541
-0.726 0.084 0.506
-0.043 0.256 -0.245
0.924 1.210 -0.944
-0.290 -0.057 0.318
1.207 0.875 0.813
-1.312 -1.410 0.142
0.347 0.577 -1.097
0.055 0.165 -0.511
-1.285 -1.128 0.048
0.923 1.000 0.548
-0.324 -0.607 0.896
-0.171 -0.136 0.205
1.732 -1.137 -0.557
-1.192 1.621 0.168
0.457 0.086 0.113
-0.339 -0.099 -0.985

Computed properties:
DFT total energy = -50380.349 eV
Energy above the lowest of the compared OMol25 structures with the same formula, charge and spin = 203.3 kcal/mol
Spin multiplicity = 1
Charge = 0
Lowest unoccupied orbital energy = 0.4 eV
HOMO-LUMO gap = 9.843 eV